85
Properties=species:S:1:pos:R:3:lowdin_charge:R:1 method="wB97M-V/def2-TZVPD" multiplicity=1 homo_lumo_gap_ev=8.337 lumo_energy_ev=-0.510 de_lowest_ev=0.179 e_homo_ev=-8.847
Al -0.1340 -0.0487 -0.1223 0.21
C 4.3501 0.0156 2.1488 -0.08
C 3.2370 -1.0043 1.9236 -0.37
C 3.2607 -2.0752 3.0209 -0.04
C 3.2998 -1.6776 0.5694 -0.13
C 4.5269 -2.0509 0.0331 -0.03
C 4.6039 -2.7742 -1.1432 -0.06
C 3.4422 -3.1635 -1.7826 -0.04
C 2.1909 -2.8212 -1.2794 -0.12
C 0.9654 -3.3830 -1.9818 -0.36
C 1.0111 -3.1599 -3.4933 -0.06
C 0.8191 -4.8838 -1.6986 -0.04
C 2.1318 -2.0358 -0.1112 -0.13
N 0.8580 -1.6035 0.4096 0.09
C 0.1900 -2.5095 1.1799 -0.42
O 0.5528 -3.6169 1.5312 0.09
C -1.1332 -1.9566 1.6635 -0.11
C -2.0195 -2.5169 2.5614 0.04
C -3.1027 -1.7373 2.9639 -0.01
C -3.2529 -0.4246 2.5195 0.04
C -2.3180 0.0532 1.6232 -0.11
N -1.3473 -0.7371 1.2024 0.13
C -2.1384 1.4705 1.1224 -0.42
O -2.9031 2.3445 1.4871 0.09
N -1.0178 1.5944 0.3527 0.09
C -0.7110 2.9495 -0.0352 -0.13
C -1.2847 3.5044 -1.1890 -0.12
C -0.9464 4.8099 -1.5335 -0.03
C -0.0825 5.5568 -0.7551 -0.07
C 0.4455 5.0097 0.4013 -0.03
C 0.1336 3.7110 0.7828 -0.13
C 0.7178 3.1210 2.0472 -0.36
C 2.0181 2.3888 1.7218 -0.05
C 0.9527 4.1469 3.1530 -0.07
C -2.3057 2.7607 -2.0334 -0.36
C -2.0933 2.9721 -3.5343 -0.07
C -3.7337 3.1812 -1.6628 -0.04
H 4.2034 0.5256 3.1024 0.08
H 4.3771 0.7672 1.3581 0.08
H 5.3286 -0.4648 2.1957 0.07
H 2.2824 -0.4850 1.9956 0.10
H 4.2165 -2.6044 3.0062 0.09
H 2.4700 -2.8122 2.8736 0.07
H 3.1406 -1.6191 4.0063 0.08
H 5.4395 -1.7814 0.5475 0.11
H 5.5686 -3.0517 -1.5487 0.10
H 3.5058 -3.7634 -2.6830 0.11
H 0.0818 -2.8752 -1.5967 0.11
H 1.7558 -3.8047 -3.9649 0.08
H 1.2705 -2.1286 -3.7448 0.06
H 0.0451 -3.4047 -3.9390 0.08
H 1.6721 -5.4275 -2.1135 0.08
H -0.0884 -5.2703 -2.1684 0.08
H 0.7744 -5.0811 -0.6329 0.07
H -1.8460 -3.5140 2.9391 0.13
H -3.8203 -2.1463 3.6632 0.12
H -4.0462 0.2215 2.8662 0.13
H -1.3778 5.2544 -2.4217 0.11
H 0.1671 6.5710 -1.0398 0.10
H 1.1008 5.6082 1.0204 0.11
H 0.0010 2.3926 2.4340 0.13
H 2.7691 3.0953 1.3607 0.10
H 1.8861 1.6432 0.9323 0.06
H 2.4163 1.8888 2.6052 0.07
H 1.7581 4.8395 2.9013 0.07
H 1.2422 3.6378 4.0739 0.08
H 0.0511 4.7271 3.3514 0.09
H -2.2043 1.6956 -1.8172 0.11
H -2.4007 3.9744 -3.8380 0.08
H -2.6992 2.2672 -4.1066 0.08
H -1.0474 2.8564 -3.8192 0.07
H -3.8814 4.2386 -1.8983 0.09
H -3.9280 3.0441 -0.6036 0.06
H -4.4613 2.6013 -2.2354 0.08
O -2.7532 -1.6437 -2.7197 0.11
C -1.7380 -1.0298 -2.8930 -0.44
C -1.1110 -0.6652 -4.2427 -0.06
C 0.1415 0.1469 -3.8972 -0.05
C 0.1281 0.0986 -2.4043 -0.41
O 0.9562 0.5810 -1.5750 0.10
N -0.9156 -0.5255 -1.8775 0.18
H -1.8383 -0.1125 -4.8352 0.12
H -0.8856 -1.5881 -4.7738 0.11
H 0.0876 1.1868 -4.2147 0.11
H 1.0737 -0.2638 -4.2837 0.12



85
Properties=species:S:1:pos:R:3:lowdin_spin:R:1 method="wB97M-V/def2-TZVPD" multiplicity=6 homo_lumo_gap_ev="4.058 / 4.725" lumo_energy_ev="-9.747 / -11.751" s_squared=8.90 total_charge=+3 e_homo_ev="-13.805 / -16.476"
Ir 0.2305 -0.0225 -0.8825 1.11
C -0.6470 -0.1074 -4.2944 0.00
O 0.2853 -0.1376 -3.2284 0.07
C 1.5695 -0.1867 -3.6786 0.10
C 2.0483 0.1395 -4.9945 -0.01
C 3.3954 0.0946 -5.2735 0.11
C 4.2846 -0.3914 -4.3486 0.01
C 3.8796 -0.5748 -3.0372 0.06
C 2.5239 -0.4286 -2.6750 0.08
N 2.2024 -0.1928 -1.3401 0.27
N 3.2532 -0.0967 -0.5264 -0.07
C 3.1899 0.0189 0.8167 0.14
C 2.0055 0.0485 1.5472 0.03
O 0.7667 0.0482 1.0995 0.08
C 2.1119 -0.0038 2.9369 0.03
C 3.2913 -0.0818 3.6311 0.07
C 4.4860 -0.0841 2.9383 0.00
C 5.7176 -0.3213 3.6037 0.12
C 6.8871 -0.4848 2.8556 0.07
C 6.8802 -0.3841 1.4294 0.03
C 5.6728 -0.1137 0.7824 0.13
C 4.4874 -0.0347 1.4843 -0.01
H -0.8796 0.9463 -4.5403 0.00
H -1.5006 -0.6624 -3.8240 0.00
H -0.3368 -0.6453 -5.1978 0.00
H 1.3312 0.4823 -5.7953 0.00
H 3.7258 0.4344 -6.2511 0.00
H 5.2773 -0.6024 -4.6909 0.00
H 4.5751 -0.7206 -2.2135 0.00
H 1.1545 -0.1255 3.4809 0.00
H 3.2652 -0.0354 4.7435 0.00
H 5.7465 -0.5035 4.6708 0.00
H 7.8172 -0.6860 3.3222 0.00
H 7.7818 -0.6109 0.9035 0.00
H 5.5840 0.0406 -0.2946 0.01
C -2.9091 -1.6930 -1.8632 0.04
P -1.5623 -1.4916 -0.6079 0.19
C -2.5258 -0.5337 0.6250 0.18
N -3.4287 -1.2239 1.3682 0.33
C -4.1594 -0.4063 2.2380 0.07
C -5.0762 -0.9931 3.1298 0.28
C -5.7921 -0.1876 3.9773 0.10
C -5.7653 1.2270 3.8191 0.21
C -4.8486 1.8442 2.9795 0.31
C -4.0278 1.0464 2.1778 0.05
N -3.2780 1.6527 1.1629 0.38
C -2.4524 0.8387 0.5012 0.14
P -1.3159 1.5289 -0.7170 0.11
C -2.3328 1.9378 -2.2734 0.01
C -0.7733 3.1669 0.1042 0.03
C -1.9659 4.1914 -0.0051 0.01
C -0.2994 2.9946 1.5731 0.00
C 0.4079 3.6625 -0.7397 0.01
C -1.2975 -3.1521 0.2017 0.04
C -2.5897 -4.0025 0.3166 0.01
C -0.3254 -3.8665 -0.7722 0.01
C -0.5746 -3.0240 1.5622 0.00
H -3.7979 -2.1007 -1.3539 0.01
H -2.6413 -2.3875 -2.6518 0.00
H -3.1332 -0.7329 -2.3295 0.00
H -5.0470 -2.0785 3.2328 0.01
H -6.4777 -0.6440 4.6573 0.00
H -6.4171 1.8349 4.4681 0.00
H -4.7374 2.9588 2.9835 0.01
H -3.3895 1.7286 -2.0154 0.00
H -1.9373 1.2359 -3.0196 0.00
H -2.1796 2.9875 -2.5891 0.00
H -2.9386 3.7252 -0.0303 0.00
H -1.9866 4.8162 -0.9301 0.00
H -1.9686 4.9365 0.8397 0.00
H -1.1045 2.5215 2.1399 0.00
H -0.1935 4.0219 1.9573 0.00
H 0.6553 2.4483 1.7410 0.00
H 0.1307 3.9632 -1.7625 0.00
H 1.2265 2.9635 -0.8124 0.01
H 0.7669 4.5350 -0.1933 0.00
H -3.0138 -4.3000 -0.6201 0.00
H -3.3651 -3.6407 1.0068 0.00
H -2.2301 -5.0035 0.6951 0.00
H -0.8349 -4.2986 -1.6505 0.00
H 0.0987 -4.7876 -0.2306 0.00
H 0.5023 -3.2105 -1.0867 0.01
H -1.1931 -2.5782 2.3285 0.00
H 0.3254 -2.4108 1.4668 0.00
H -0.2904 -4.0350 1.8415 0.00



88
Properties=species:S:1:pos:R:3:lowdin_charge:R:1 method="wB97M-V/def2-TZVPD" multiplicity=1 homo_lumo_gap_ev=5.098 lumo_energy_ev=-3.752 de_lowest_ev=1.902 total_charge=+1 e_homo_ev=-8.850
Lu -0.0598 0.8106 -0.2648 1.50
C 2.4917 -1.2550 -0.2343 -0.24
N 1.9973 -0.0098 0.2840 -0.31
C 0.6625 -0.8184 2.8030 -0.07
C -0.3392 0.1127 3.4302 -0.28
C -0.8354 -0.1278 4.7040 -0.01
C -1.7549 0.7591 5.2421 -0.04
C -2.1332 1.8522 4.4832 -0.03
C -1.5689 2.0200 3.2257 -0.13
N -0.6887 1.1718 2.6992 0.08
C 3.0822 0.7275 0.8657 -0.25
C 2.6809 2.1188 1.2666 -0.26
C 3.6306 3.0206 1.7356 -0.01
C 3.2306 4.2836 2.1248 -0.04
C 1.8832 4.6136 2.0430 -0.04
C 1.0099 3.6676 1.5520 -0.15
N 1.3904 2.4433 1.1649 0.00
C 1.4145 -2.1736 -0.7422 -0.26
C 1.7623 -3.4372 -1.2164 -0.02
C 0.7765 -4.2836 -1.6819 -0.04
C -0.5425 -3.8451 -1.6549 -0.04
C -0.8035 -2.5804 -1.1752 -0.15
N 0.1473 -1.7495 -0.7234 0.05
H 3.0680 -1.8155 0.5287 0.12
H 3.1932 -1.0847 -1.0688 0.12
H 1.0497 -0.3841 1.8329 0.08
H 1.5134 -0.9170 3.4762 0.14
H -0.5011 -0.9926 5.2653 0.12
H -2.1611 0.6024 6.2327 0.12
H -2.8567 2.5669 4.8504 0.11
H -1.8433 2.8651 2.6074 0.07
H 3.9437 0.7992 0.1834 0.12
H 3.4762 0.2219 1.7725 0.12
H 4.6711 2.7266 1.7857 0.12
H 3.9562 5.0047 2.4775 0.12
H 1.5251 5.5869 2.3463 0.11
H -0.0427 3.8968 1.4352 0.07
H 2.8042 -3.7310 -1.2325 0.12
H 1.0236 -5.2636 -2.0689 0.12
H -1.3515 -4.4668 -2.0124 0.11
H -1.8164 -2.1988 -1.1641 0.10
C -3.4328 -1.6225 2.4405 -0.02
C -2.1114 -1.3875 1.7590 -0.29
N -1.9778 -0.4025 0.9218 -0.03
N -3.1576 0.2334 0.7446 -0.03
C -3.2517 1.4228 0.1827 -0.87
N -4.5088 1.7900 -0.1224 0.09
S -2.0302 2.6052 -0.1356 0.57
C -1.0808 -2.4086 2.0215 -0.12
C -1.4551 -3.7376 1.8238 0.01
C -0.5872 -4.7823 2.0372 0.00
C 0.6998 -4.4871 2.4829 -0.01
C 1.0301 -3.1846 2.7099 -0.01
N 0.1637 -2.1628 2.5136 0.05
H -3.6937 -0.7233 3.0012 0.09
H -3.3953 -2.4708 3.1209 0.08
H -4.2241 -1.7580 1.7017 0.09
H -5.2676 1.1590 0.0718 0.11
H -4.6941 2.7215 -0.4443 0.09
H -2.4519 -3.9283 1.4518 0.14
H -0.8893 -5.8041 1.8560 0.13
H 1.4233 -5.2680 2.6648 0.13
H 2.0100 -2.9060 3.0698 0.14
C 1.1405 2.6784 -4.9819 -0.17
Si 1.3714 2.0560 -3.2133 0.39
C 1.2992 3.5685 -2.0671 -0.17
C 3.1054 1.3059 -3.0363 -0.17
N 0.1598 1.0013 -2.5642 -0.23
C -0.6609 0.2108 -3.3424 -0.40
C -1.9165 -0.1992 -2.8469 -0.10
C -2.7921 -0.9612 -3.6005 -0.11
C -2.4531 -1.3553 -4.8865 -0.11
C -1.2157 -0.9778 -5.3954 -0.09
C -0.3355 -0.2206 -4.6440 -0.06
H 1.4596 3.7185 -5.0673 0.03
H 0.0927 2.6221 -5.2842 0.03
H 1.7257 2.0932 -5.6940 0.03
H 2.1915 4.1926 -2.1625 0.04
H 1.2339 3.2534 -1.0247 -0.03
H 0.4271 4.1880 -2.2852 0.04
H 3.8579 1.9460 -3.5038 0.03
H 3.1672 0.3183 -3.5000 0.03
H 3.3587 1.2024 -1.9775 -0.01
H -2.2203 0.1378 -1.8573 0.05
H -3.7574 -1.2340 -3.1877 0.10
H -3.1422 -1.9382 -5.4828 0.09
H -0.9355 -1.2808 -6.3971 0.10
H 0.6356 0.0386 -5.0492 0.09



89
Properties=species:S:1:pos:R:3:lowdin_charge:R:1 method="wB97M-V/def2-TZVPD" multiplicity=1 homo_lumo_gap_ev=7.478 lumo_energy_ev=-0.382 de_lowest_ev=0.695 e_homo_ev=-7.860
Au 1.2824 0.4121 0.3796 1.24
N 1.2154 -0.3785 4.8253 0.18
C 0.8401 -0.2270 3.5341 -0.57
O 0.8875 -1.1278 2.7198 0.02
C 0.2583 1.1338 3.1596 -0.17
C 0.7939 1.6917 1.8639 -0.23
H 1.5988 -1.2629 5.1124 0.12
H 1.2150 0.3922 5.4667 0.10
H 0.4419 1.8546 3.9630 0.12
H -0.8225 0.9955 3.0963 0.10
H 1.8439 2.0078 1.9442 0.07
H 0.1694 2.4665 1.4353 0.03
C -0.8059 1.1830 -4.7523 -0.05
C -0.0252 1.3034 -3.4402 -0.37
C 1.4773 1.3816 -3.7115 -0.05
C -0.5407 2.4872 -2.6405 -0.12
C -0.2851 3.7818 -3.0901 -0.03
C -0.7893 4.8783 -2.4201 -0.07
C -1.6052 4.6949 -1.3135 -0.04
C -1.9084 3.4248 -0.8331 -0.12
C -2.9270 3.3335 0.2980 -0.35
C -4.1678 2.4999 -0.0356 -0.06
C -2.3569 2.8917 1.6399 -0.06
C -1.3186 2.3276 -1.4863 -0.11
N -1.5128 0.9966 -0.9879 0.05
B -0.6144 0.1509 -0.2653 -0.53
N -1.2169 -1.1434 -0.2238 0.05
C -2.3679 -1.0792 -1.0203 -0.05
C -2.5257 0.1691 -1.4878 -0.07
C -0.9037 -2.3599 0.4696 -0.12
C 0.1573 -3.1739 0.0537 -0.13
C 0.3136 -4.4031 0.6924 -0.03
C -0.5315 -4.7984 1.7109 -0.06
C -1.5518 -3.9603 2.1281 -0.03
C -1.7520 -2.7278 1.5224 -0.13
C -2.8475 -1.8080 2.0296 -0.36
C -4.2380 -2.3974 1.7915 -0.06
C -2.6554 -1.4787 3.5118 -0.05
C 1.0995 -2.8008 -1.0739 -0.38
C 0.7772 -3.5996 -2.3398 -0.05
C 2.5643 -2.9911 -0.6760 -0.06
H -0.4767 0.3024 -5.3082 0.08
H -0.6395 2.0600 -5.3835 0.08
H -1.8806 1.0960 -4.5798 0.08
H -0.2130 0.3957 -2.8649 0.12
H 1.7186 2.2312 -4.3566 0.08
H 1.8104 0.4786 -4.2278 0.09
H 2.0546 1.4704 -2.7909 0.06
H 0.3259 3.9248 -3.9740 0.11
H -0.5690 5.8797 -2.7709 0.11
H -2.0423 5.5575 -0.8224 0.11
H -3.2764 4.3612 0.4272 0.12
H -3.9819 1.4315 0.0755 0.06
H -4.5200 2.6819 -1.0530 0.09
H -4.9762 2.7661 0.6492 0.08
H -1.9832 1.8677 1.5755 0.05
H -3.1362 2.9224 2.4054 0.09
H -1.5454 3.5455 1.9663 0.08
H -2.9711 -1.9573 -1.1910 0.13
H -3.2980 0.5565 -2.1324 0.13
H 1.1140 -5.0637 0.3805 0.11
H -0.3901 -5.7612 2.1874 0.10
H -2.2002 -4.2656 2.9421 0.11
H -2.7822 -0.8681 1.4769 0.12
H -4.3788 -3.3131 2.3717 0.08
H -4.3953 -2.6447 0.7402 0.07
H -5.0120 -1.6886 2.0951 0.08
H -2.7627 -2.3703 4.1342 0.08
H -3.4044 -0.7540 3.8411 0.08
H -1.6644 -1.0658 3.6936 0.06
H 0.9515 -1.7461 -1.3192 0.09
H 0.9361 -4.6679 -2.1707 0.08
H 1.4240 -3.2872 -3.1628 0.08
H -0.2614 -3.4594 -2.6479 0.08
H 2.7861 -4.0451 -0.4914 0.08
H 2.8125 -2.4349 0.2308 0.07
H 3.2193 -2.6428 -1.4752 0.08
F 8.1580 0.4486 0.9168 0.11
C 6.8960 0.3759 0.4724 -0.16
C 6.6106 0.5502 -0.8728 -0.15
F 7.6112 0.7869 -1.7264 0.12
C 5.3127 0.4860 -1.3372 -0.14
F 5.0884 0.6615 -2.6466 0.11
C 4.2200 0.2406 -0.4852 -0.32
O 3.0048 0.1746 -0.9398 -0.20
C 4.5592 0.0713 0.8603 -0.14
F 3.5455 -0.1474 1.7446 0.03
C 5.8513 0.1385 1.3426 -0.15
F 6.0848 -0.0212 2.6507 0.11



86
Properties=species:S:1:pos:R:3:lowdin_charge:R:1 method="wB97M-V/def2-TZVPD" multiplicity=1 homo_lumo_gap_ev=6.562 lumo_energy_ev=-0.413 de_lowest_ev=0.000 e_homo_ev=-6.975
Au 0.5893 -0.6560 1.0128 1.42
C 3.9611 1.5296 -0.2654 -0.06
O 4.6235 1.5766 0.9978 -0.07
C 3.8776 1.5287 2.1321 -0.22
C 4.3312 2.2852 3.2004 0.01
C 3.6705 2.2976 4.4224 -0.08
C 2.5253 1.5485 4.5776 -0.05
C 2.0443 0.7531 3.5282 -0.13
C 0.8251 0.0186 3.8160 -0.06
N 0.1654 -0.6340 2.9355 -0.15
N -1.0558 -1.2327 3.2455 0.11
C -1.7158 -1.5027 2.1593 -0.44
O -1.2725 -1.3309 0.9231 -0.18
C -3.0983 -2.0157 2.2571 -0.16
C -3.8065 -1.8841 3.4487 -0.03
C -5.1007 -2.3675 3.5345 -0.08
C -5.6880 -2.9843 2.4382 -0.08
C -4.9837 -3.1112 1.2498 -0.07
C -3.6897 -2.6251 1.1550 -0.02
C 2.7344 0.7163 2.2821 -0.24
O 2.4541 -0.0918 1.2552 -0.22
H 4.6713 1.9483 -0.9757 0.09
H 3.0591 2.1484 -0.2422 0.08
H 3.6885 0.5149 -0.5486 0.08
H 5.2243 2.8753 3.0424 0.12
H 4.0469 2.9032 5.2345 0.10
H 1.9708 1.5705 5.5060 0.11
H 0.4108 0.0408 4.8183 0.14
H -3.3300 -1.4055 4.2930 0.11
H -5.6530 -2.2645 4.4589 0.10
H -6.6971 -3.3682 2.5121 0.10
H -5.4417 -3.5926 0.3963 0.10
H -3.1281 -2.7196 0.2360 0.11
C 3.5262 -4.7000 -0.2735 -0.05
C 2.7469 -3.8184 -1.2118 -0.28
C 2.6298 -4.1409 -2.5600 -0.04
C 1.9100 -3.3061 -3.4015 -0.28
C 1.7544 -3.6305 -4.8637 -0.05
C 1.3109 -2.1580 -2.9004 -0.01
C 1.4036 -1.7974 -1.5413 -0.26
C 2.1468 -2.6713 -0.7235 -0.03
N 0.8351 -0.6599 -0.9823 -0.09
C 0.1121 0.3635 -1.7489 -0.44
C 1.0045 0.9738 -2.8510 -0.07
C 0.2602 2.0733 -3.6130 -0.28
C -0.0696 3.2142 -2.6518 -0.12
C -0.9480 2.6676 -1.5289 -0.29
C -2.2578 2.1413 -2.1179 -0.12
C -1.9442 0.9954 -3.0814 -0.28
C -1.0355 1.5074 -4.2042 -0.11
C -1.2351 -0.1284 -2.3203 -0.07
C -0.2271 1.5292 -0.8022 -0.13
H 4.0032 -5.5190 -0.8106 0.07
H 2.8771 -5.1327 0.4898 0.08
H 4.3042 -4.1350 0.2420 0.08
H 3.0989 -5.0366 -2.9491 0.11
H 2.2741 -4.5526 -5.1197 0.07
H 2.1564 -2.8315 -5.4891 0.08
H 0.7029 -3.7525 -5.1294 0.08
H 0.7566 -1.5584 -3.5987 0.08
H 2.3009 -2.4471 0.3225 0.08
H 1.3492 0.2182 -3.5510 0.10
H 1.9010 1.3841 -2.3741 0.12
H 0.9015 2.4447 -4.4176 0.14
H -0.5880 4.0227 -3.1765 0.12
H 0.8527 3.6333 -2.2376 0.12
H -1.1580 3.4652 -0.8055 0.13
H -2.7865 2.9462 -2.6377 0.12
H -2.9146 1.7819 -1.3185 0.11
H -2.8744 0.6093 -3.5084 0.14
H -1.5526 2.2834 -4.7770 0.12
H -0.8057 0.6937 -4.8987 0.12
H -1.0986 -0.9855 -2.9752 0.11
H -1.8488 -0.4709 -1.4818 0.11
H -0.8821 1.1704 -0.0055 0.07
H 0.6927 1.9036 -0.3398 0.11
C -1.9074 4.3503 2.7073 -0.25
S -1.4716 2.6130 2.5610 0.79
C -3.0621 2.0419 1.9519 -0.24
O -1.3233 2.0985 3.9493 -0.54
H -2.8077 4.4515 3.3116 0.06
H -2.0502 4.7723 1.7138 0.05
H -1.0707 4.8417 3.1983 0.05
H -3.2974 2.5645 1.0247 0.05
H -3.8153 2.2322 2.7162 0.06
H -2.9919 0.9755 1.7542 0.03